No. 1
13
Properties=species:S:1:pos:R:3 method="wB97M-V/def2-TZVPD" fmax_ha_per_bohr=0.0891 de_lowest_ev=2.7984 multiplicity=1 gap_ev=8.39 e_lumo_ha=0.0000 charge=0
H -3.091 0.194 -0.660
C -1.004 0.128 -0.043
C -2.429 -0.173 0.137
C 2.072 -0.160 -0.012
H 1.971 1.980 -0.101
H -0.286 2.245 -0.062
C 2.874 -1.066 0.037
H -2.757 -0.284 1.095
H 3.668 -1.712 0.248
H -0.986 -2.172 -0.314
C -0.037 1.171 -0.061
C 1.305 1.025 -0.045
C -1.298 -1.175 -0.218

No. 2
62
Properties=species:S:1:pos:R:3 method="wB97M-V/def2-TZVPD" fmax_ha_per_bohr=0.0499 de_lowest_ev=0.4701 multiplicity=1 gap_ev=6.49 e_lumo_ha=-0.1754 charge=+1
Ir -0.120 0.078 -0.009
C -2.792 -2.576 4.759
O 0.163 -0.946 1.906
C -0.807 -1.618 4.021
H -0.892 3.567 5.735
S -0.435 -3.319 4.157
H -1.552 1.432 2.027
N 1.916 0.455 -0.200
C -2.876 -0.847 0.875
C -4.720 0.427 0.009
C -0.848 2.808 4.970
H -4.956 -1.157 1.418
C 1.088 2.648 0.520
H -5.405 2.058 -1.891
C 2.509 0.242 3.360
H -5.770 0.674 -0.070
H -2.295 -4.706 4.913
C -0.380 0.750 3.696
C -1.164 1.624 3.012
O 3.911 4.241 0.594
Cl -1.755 -4.463 1.142
C -2.097 -1.392 4.368
H 5.053 0.576 -0.444
O -2.385 -1.790 1.548
H 2.987 -2.201 0.126
Cl -0.164 -2.053 -0.758
H -2.554 -0.413 4.376
C 3.066 -0.163 -0.434
C -2.538 0.861 -0.752
H -1.984 3.654 3.350
H 4.326 -1.790 -0.956
N -2.099 -0.044 0.131
H -4.177 3.170 -1.249
C 1.602 -0.703 3.750
C -4.282 -0.552 0.832
C 3.549 1.955 0.019
N 4.062 0.730 -0.316
N -3.875 1.139 -0.797
S 2.369 -1.952 4.649
Cl 1.509 -3.619 1.649
C 4.467 3.099 0.277
O 5.654 2.912 0.193
C -2.025 -3.687 4.682
O -0.045 2.026 0.605
Ge -0.501 -2.724 1.500
S 0.024 1.369 5.263
C 3.278 -1.598 -0.733
C -4.344 2.192 -1.699
C -1.417 2.821 3.738
C 3.885 -1.177 4.542
C 3.819 -0.020 3.828
O 1.286 3.814 0.816
H 2.670 -1.915 -1.579
H 2.920 4.211 0.654
H 4.747 -1.605 5.028
H -3.826 -2.589 5.073
H -3.790 2.145 -2.631
C 2.207 1.772 0.086
H 2.230 1.114 2.782
C 0.127 -0.637 3.332
H 4.668 0.624 3.649
O -1.673 1.376 -1.479

No. 3
104
Properties=species:S:1:pos:R:3 method="wB97M-V/def2-TZVPD" fmax_ha_per_bohr=0.1418 multiplicity=1 gap_ev=1.01 e_lumo_ha=-0.4113 charge=+2
H 0.131 -1.189 -4.070
N 1.008 -3.380 -3.282
C -4.200 -6.630 1.719
B 4.629 4.699 6.524
N 3.103 1.739 -3.277
C 2.930 7.194 -1.719
H -5.379 -10.930 0.916
O 8.230 8.909 3.514
F -6.504 -3.581 -1.275
C -3.673 -5.490 -0.698
H 8.724 10.856 1.626
O 1.091 3.364 1.472
O 0.878 4.698 -0.304
H -1.486 -1.307 -3.246
H -8.942 -11.854 0.218
N -1.025 -3.390 -1.864
H -1.550 -2.757 -1.245
C -5.900 -12.096 -0.800
C -6.284 -11.203 0.370
C 5.015 3.591 4.588
C 1.470 1.813 -1.557
C -0.375 -1.315 -3.079
O 2.548 6.674 8.399
C 0.531 2.295 -0.563
O 4.707 4.796 5.051
O 3.654 2.988 -1.352
C -3.853 1.397 -2.487
H 2.644 2.404 -3.916
H 1.856 -1.810 -1.343
O 3.288 5.089 7.007
O 5.591 5.620 7.164
H 1.375 -4.187 -2.769
C -1.055 0.369 -1.197
H -0.662 -4.123 -1.241
H -5.289 -6.718 -1.473
S 7.304 8.356 2.327
O 2.718 -0.461 -4.075
C -4.711 -6.445 -0.600
H -1.484 1.876 0.355
N -3.610 0.344 -2.871
N 1.006 -2.352 -1.125
H -6.924 -11.738 1.079
C 5.155 2.644 5.734
H 9.936 10.104 3.602
H -5.752 -7.751 0.752
H -2.565 -5.330 2.338
H -1.975 -0.241 -1.095
H -3.935 2.823 -0.927
C -0.737 1.539 -0.404
C 2.399 0.453 -3.391
C 2.172 6.022 -2.287
Al 1.625 8.994 -3.329
H 3.508 6.930 -0.837
B -6.120 -3.309 -2.623
O 3.789 7.576 -2.797
H 2.688 5.075 -2.124
O 5.379 7.327 8.592
C -4.173 2.753 -1.988
O 8.146 8.956 1.092
H 2.275 8.037 -1.469
C -0.059 -0.052 -2.223
O 5.427 1.480 5.657
H -8.434 -9.073 -0.965
C -3.187 -5.664 1.515
H 0.480 -1.966 -0.331
H -3.437 -5.020 -1.648
O 6.041 9.020 2.384
F -7.250 -2.936 -3.376
C 3.440 6.116 7.834
H 1.160 5.943 -1.893
N -2.920 -5.101 0.335
O 4.928 3.298 6.869
C 1.201 0.662 -2.415
O 3.591 7.408 -5.058
H -9.425 -10.323 0.938
O 5.153 3.326 3.425
C 0.153 -2.617 -2.324
C -8.109 -10.093 -0.758
H -5.402 -12.997 -0.440
C 2.873 2.319 -1.952
H 10.018 9.855 0.927
H -5.227 -11.567 -1.479
O 7.410 6.934 2.289
F -5.538 -4.486 -3.192
H -10.125 -10.840 -0.608
C -9.213 -10.822 -0.010
C 9.152 9.852 1.586
C 3.213 7.124 -3.975
H -6.771 -12.405 -1.379
H 0.424 -3.688 -4.063
H -3.590 3.495 -2.534
F -5.167 -2.260 -2.639
Na 4.315 6.418 0.748
O -6.898 -9.985 -0.021
C 9.486 9.339 2.972
H 10.149 8.472 2.926
O 2.160 6.304 -3.704
H -7.917 -10.561 -1.730
C -4.965 -7.015 0.637
C 4.902 6.453 7.933
H -4.367 -7.052 2.700
H -5.233 2.959 -2.129
C 0.873 3.549 0.282
Rb 3.344 -2.522 -0.849